Formula: C36H40F6N3Sn
Source: OMol25
Level of theory: wB97M-V/def2-TZVPD

Summary:
Net charge = -1
Gap between HOMO and LUMO = 0.2430 Ha
Energy = -2373.5456 Ha
Energy above the lowest of the compared OMol25 structures with the same formula, charge and spin = 27.7 kcal/mol

Positions of all 86 atoms, in Å:
Sn1 0.789944 0.905192 0.808892
F1 -1.570046 1.686686 -5.115803
F2 0.215093 -0.554951 3.489700
F3 -4.133477 0.061437 1.657740
F4 -0.706459 -2.595152 4.920780
F5 2.863121 -0.894402 1.984442
F6 -5.019817 -1.854819 3.193714
N1 -0.226698 3.459594 1.691270
N2 -1.324570 0.874191 1.757945
N3 0.945334 -1.218183 -0.077306
C1 3.575055 0.165578 -2.643953
C2 -3.239576 -0.501091 2.510041
C3 -1.617306 -2.754703 0.165833
C4 0.157812 5.922833 1.257160
C5 0.593962 4.473194 1.045793
C6 2.487370 -4.595587 0.317593
C7 1.550416 -1.282389 -2.414814
C8 -3.302745 -1.878338 -1.402747
C9 -1.191499 -0.969092 -3.339018
C10 1.065165 3.461502 3.814018
C11 1.735626 -3.546462 -0.183932
C12 -1.879166 -0.112829 2.494048
C13 3.035756 -1.171023 -2.120854
C14 -0.296521 3.543455 3.143240
C15 -0.053879 -1.119754 -4.283760
C16 3.311316 -4.423748 1.417616
C17 -0.193373 2.383251 -3.363207
C18 -0.874992 -1.142015 -1.810471
C19 -1.124738 1.572013 -3.832759
C20 -3.709209 -1.546289 3.280893
C21 -2.895483 -2.300372 4.097720
C22 -1.822351 -2.250547 -1.256574
C23 1.186625 -1.274634 -3.834569
C24 0.602879 -1.284273 -1.451594
C25 1.729437 -2.251815 0.385993
C26 3.847672 -2.334255 -2.694094
C27 2.629628 -2.123924 1.464061
C28 -1.311198 0.361184 -1.583297
C29 -1.080998 -0.887954 3.367104
C30 -2.229907 1.981747 1.444886
C31 -1.529221 3.302060 1.078399
C32 0.294777 2.185823 -1.990916
C33 -1.559511 -1.934546 4.114561
C34 3.381323 -3.155019 1.977619
C35 -1.745826 0.465882 -3.077159
C36 -0.190321 1.270545 -1.145259
H1 -0.875638 6.080022 0.943377
H2 3.723924 -2.413127 -3.777230
H3 0.942393 3.412710 4.897066
H4 4.913048 -2.185433 -2.498850
H5 1.593890 2.567619 3.481490
H6 -2.138995 0.446768 -0.884523
H7 3.167866 -1.174402 -1.040473
H8 2.420571 -5.562649 -0.168014
H9 -2.388463 -3.499081 0.388518
H10 1.688626 4.330440 3.593978
H11 -3.557254 -1.485628 -2.387459
H12 2.963968 0.993862 -2.284036
H13 -1.383504 3.348313 -0.001563
H14 3.904683 -5.236282 1.814892
H15 0.596636 4.243017 -0.023304
H16 3.552501 -3.283005 -2.245914
H17 1.625225 4.346958 1.382796
H18 0.222478 3.155291 -3.998636
H19 -2.917586 1.765881 0.622840
H20 -2.218678 4.121284 1.348194
H21 -1.713779 -1.953588 0.895228
H22 3.569770 0.195908 -3.737430
H23 -2.829748 0.515536 -3.211495
H24 -3.921976 -2.761869 -1.233185
H25 0.241121 6.221053 2.304098
H26 -1.637204 -3.103714 -1.926188
H27 -2.868854 2.165834 2.318242
H28 -0.825849 4.457332 3.466517
H29 0.789389 6.592880 0.670883
H30 1.124823 2.822525 -1.686485
H31 -0.652330 -3.225635 0.313867
H32 -3.274056 -3.120862 4.686581
H33 -1.999019 -1.636104 -3.648723
H34 -0.898369 2.697855 3.477600
H35 4.038658 -2.929422 2.808074
H36 -3.595647 -1.136281 -0.658006
H37 4.604781 0.319465 -2.310887
H38 1.992938 -1.381019 -4.552991
H39 -0.259530 -1.110449 -5.349055
H40 1.109773 -3.720016 -1.048746

Cartesian forces (eV/Å) of the 2 atoms listed first:
-0.15 -0.05 0.01
-0.04 0.01 -0.02